No. 1
138
Properties=species:S:1:pos:R:3:mulliken_charge:R:1 method="wB97M-V/def2-TZVPD" lumo_energy_ha=-0.00499 gap_ha=0.3324 total_energy_ev=-96019.4734 smiles="CNCN[C@@](I)(CC(=O)F)[C@@H](S)OCCCCCCCCCCCCCOC.OCCO.OCCO.OCCO.OCCO.OCCO.OCCO.OCCO" fmax_ha_per_bohr=0.1127 homo_energy_ev=-9.18
C 5.50 -2.51 0.38 -0.818
N 5.02 -2.25 -1.01 -0.138
C 3.53 -1.96 -1.05 -0.669
N 3.17 -0.69 -1.72 -0.115
C 3.69 0.54 -1.11 -0.662
I 3.41 0.65 1.09 0.142
C 5.23 0.92 -1.37 -0.353
C 5.87 0.35 -2.72 0.365
O 6.85 -0.44 -2.62 -0.519
F 5.48 0.69 -4.05 -0.210
C 2.81 1.80 -1.67 -0.090
S 2.52 1.75 -3.50 -0.214
O 1.50 1.66 -1.01 -0.168
C 0.64 2.78 -1.34 -0.479
C -0.31 3.11 -0.09 -0.551
C -1.84 2.92 -0.55 -0.418
C -2.90 3.28 0.60 -0.592
C -4.42 3.37 0.07 -0.700
C -4.87 2.16 -0.89 -0.314
C -6.13 1.35 -0.31 -0.539
C -6.60 0.29 -1.46 -0.418
C -7.16 -1.10 -0.84 0.093
C -8.39 -1.70 -1.71 -0.801
C -7.96 -2.81 -2.79 -0.528
C -6.45 -2.70 -3.33 -0.508
C -5.37 -3.60 -2.54 -0.474
O -5.91 -4.75 -1.84 -0.396
C -5.26 -4.86 -0.53 -0.277
H 5.03 -3.46 0.86 0.303
H 5.44 -1.61 1.09 0.214
H 6.63 -2.77 0.29 0.270
H 5.17 -3.15 -1.51 0.298
H 3.10 -2.81 -1.72 0.395
H 3.02 -2.13 -0.03 0.220
H 3.39 -0.81 -2.71 0.331
H 5.84 0.46 -0.50 0.300
H 5.41 2.06 -1.28 0.520
H 3.23 2.80 -1.28 0.490
H 2.15 3.03 -3.91 0.077
H 1.26 3.69 -1.65 0.315
H -0.06 2.54 -2.23 0.261
H -0.10 2.46 0.84 0.168
H -0.15 4.21 0.19 0.309
H -2.01 3.62 -1.44 0.255
H -1.95 1.81 -0.86 0.230
H -2.63 4.33 1.00 0.295
H -2.86 2.50 1.44 0.217
H -5.15 3.42 0.96 0.350
H -4.55 4.34 -0.52 0.310
H -5.20 2.61 -1.90 0.195
H -4.04 1.41 -1.12 0.210
H -5.82 0.74 0.61 0.186
H -7.01 2.07 -0.11 0.255
H -7.40 0.77 -2.13 0.118
H -5.68 0.11 -2.14 0.244
H -7.61 -0.81 0.19 0.412
H -6.35 -1.87 -0.62 -0.261
H -9.11 -2.21 -0.97 0.281
H -8.98 -0.82 -2.17 0.329
H -8.65 -2.65 -3.71 0.273
H -8.25 -3.83 -2.36 0.343
H -6.46 -3.08 -4.42 0.400
H -6.05 -1.63 -3.36 0.102
H -4.56 -3.99 -3.27 0.348
H -4.81 -2.89 -1.82 0.273
H -4.15 -5.08 -0.71 0.298
H -5.69 -5.77 0.01 0.227
H -5.43 -3.95 0.13 0.007
O -4.76 -2.35 3.99 -0.519
C -4.96 -3.73 3.69 -0.440
C -6.41 -3.96 3.30 -0.452
O -6.74 -3.15 2.18 -0.432
H -5.23 -2.17 4.82 0.273
H -4.29 -3.97 2.85 0.274
H -4.67 -4.34 4.55 0.349
H -6.59 -5.01 3.03 0.330
H -7.08 -3.68 4.12 0.280
H -6.26 -2.31 2.30 0.318
O 8.69 -0.45 -5.73 -0.441
C 8.49 -1.83 -6.04 -0.489
C 7.05 -2.04 -6.47 -0.120
O 6.76 -1.22 -7.60 -0.532
H 8.20 -0.26 -4.91 0.250
H 9.17 -2.08 -6.85 0.292
H 8.74 -2.43 -5.16 0.309
H 6.86 -3.08 -6.74 0.328
H 6.36 -1.75 -5.67 0.077
H 7.25 -0.39 -7.46 0.323
O -3.79 -1.12 9.03 -0.489
C -3.99 -2.50 8.72 -0.445
C -5.45 -2.72 8.33 -0.358
O -5.77 -1.90 7.21 -0.488
H -4.26 -0.94 9.86 0.285
H -3.33 -2.74 7.89 0.238
H -3.71 -3.11 9.59 0.338
H -5.63 -3.77 8.07 0.321
H -6.11 -2.44 9.15 0.273
H -5.29 -1.07 7.34 0.329
O -1.05 -1.85 2.66 -0.503
C 0.06 -1.20 3.27 -0.239
C 0.68 -2.14 4.31 -0.205
O 1.08 -3.35 3.68 -0.531
H -1.75 -1.91 3.32 0.250
H 0.78 -0.98 2.48 0.055
H -0.27 -0.26 3.73 0.295
H 1.55 -1.68 4.78 0.323
H -0.05 -2.39 5.08 0.197
H 0.41 -3.53 3.00 0.340
O 3.13 7.91 -5.57 -0.535
C 3.38 6.62 -6.14 -0.560
C 3.28 5.56 -5.05 -0.135
O 1.99 5.61 -4.45 -0.509
H 3.88 8.12 -5.01 0.317
H 2.62 6.45 -6.90 0.298
H 4.37 6.62 -6.61 0.314
H 3.44 4.56 -5.45 0.283
H 4.02 5.76 -4.26 0.218
H 1.74 6.55 -4.43 0.331
O -2.15 0.55 11.32 -0.483
C -1.29 1.68 11.13 -0.507
C -0.45 1.46 9.88 -0.302
O -1.30 1.28 8.75 -0.481
H -1.59 -0.20 11.57 0.304
H -1.93 2.55 11.01 0.268
H -0.66 1.81 12.02 0.313
H 0.20 2.32 9.69 0.323
H 0.16 0.56 9.98 0.245
H -2.07 0.78 9.07 0.320
O 11.42 2.47 -4.82 -0.548
C 12.09 2.10 -6.02 -0.487
C 11.13 2.22 -7.19 -0.032
O 10.65 3.56 -7.28 -0.531
H 10.76 1.78 -4.62 0.314
H 12.94 2.78 -6.14 0.296
H 12.47 1.07 -5.92 0.296
H 11.63 1.97 -8.13 0.299
H 10.27 1.57 -7.05 0.050
H 10.56 3.87 -6.36 0.342

=====

No. 2
10
Properties=species:S:1:pos:R:3:nbo_charge:R:1 method="wB97M-V/def2-TZVPD" lumo_energy_ha=-0.00547 gap_ha=0.3162 total_energy_ev=-29941.4000 fmax_ha_per_bohr=0.0768 homo_energy_ev=-8.75
C -2.42 1.22 0.40 -0.150
C -1.42 0.58 0.17 -0.072
C 0.15 -1.18 -0.42 0.079
C -0.16 -0.04 0.24 0.126
O 0.87 0.65 0.78 -0.615
O 1.37 -1.62 -0.09 -0.628
S 3.01 0.75 -1.01 -0.347
S 2.25 -0.22 0.45 1.155
H -3.33 1.67 0.58 0.228
H -0.32 -1.82 -1.09 0.224

=====

No. 3
15
Properties=species:S:1:pos:R:3:nbo_charge:R:1 method="wB97M-V/def2-TZVPD" lumo_energy_ha=0.01129 gap_ha=0.3216 total_energy_ev=-23889.1609 smiles="CC1=CC(C)=P#[PH]1" fmax_ha_per_bohr=0.1077 homo_energy_ev=-8.44
C -1.36 1.59 1.22 -0.655
C -0.98 0.68 0.12 -0.208
C 0.28 0.43 -0.13 -0.237
C 0.56 -0.79 -1.26 -0.334
C 1.86 -1.25 -1.68 -0.679
P -0.87 -1.31 -2.02 0.301
P -2.22 -0.06 -1.12 0.249
H -1.34 1.10 2.22 0.223
H -2.35 1.71 1.03 0.211
H -0.95 2.60 1.28 0.224
H 0.99 1.20 0.14 0.214
H 2.33 -1.94 -0.81 0.228
H 2.61 -0.42 -1.82 0.231
H 1.68 -1.81 -2.67 0.236
H -2.57 -0.99 -0.23 -0.004

=====

Please write out number 3 again, unchanged.
15
Properties=species:S:1:pos:R:3:nbo_charge:R:1 method="wB97M-V/def2-TZVPD" lumo_energy_ha=0.01129 gap_ha=0.3216 total_energy_ev=-23889.1609 smiles="CC1=CC(C)=P#[PH]1" fmax_ha_per_bohr=0.1077 homo_energy_ev=-8.44
C -1.36 1.59 1.22 -0.655
C -0.98 0.68 0.12 -0.208
C 0.28 0.43 -0.13 -0.237
C 0.56 -0.79 -1.26 -0.334
C 1.86 -1.25 -1.68 -0.679
P -0.87 -1.31 -2.02 0.301
P -2.22 -0.06 -1.12 0.249
H -1.34 1.10 2.22 0.223
H -2.35 1.71 1.03 0.211
H -0.95 2.60 1.28 0.224
H 0.99 1.20 0.14 0.214
H 2.33 -1.94 -0.81 0.228
H 2.61 -0.42 -1.82 0.231
H 1.68 -1.81 -2.67 0.236
H -2.57 -0.99 -0.23 -0.004